A cluster of 6 separate species, H12O6 in total, computed with the ωB97M-V functional and the def2-TZVPD basis.

Last column: natural (NBO) charge in e.
Cartesian coordinates (Å):
O (1.781, -0.631, 2.419)  -0.95
H (0.928, -0.572, 2.863)  0.48
H (2.172, 0.226, 2.535)  0.47
O (-2.366, 0.894, 0.879)  -0.97
H (-1.934, 1.655, 0.513)  0.46
H (-1.724, 0.162, 0.782)  0.49
O (1.800, 1.808, 0.001)  -0.92
H (2.003, 0.923, 0.232)  0.46
H (2.270, 2.310, 0.579)  0.46
O (0.408, -0.657, -1.942)  -0.96
H (1.362, -0.591, -2.110)  0.48
H (0.234, -1.133, -2.757)  0.49
O (-2.474, -0.263, -2.282)  -0.95
H (-2.946, -0.607, -1.512)  0.47
H (-1.572, -0.204, -1.926)  0.47
O (-0.348, -1.028, 0.719)  -0.97
H (-0.010, -0.901, -0.136)  0.49
H (0.421, -1.391, 1.146)  0.49

Values from the calculation:
Energy above the lowest of the compared OMol25 structures with the same formula, charge and spin: 37.1 kcal/mol
HOMO-LUMO gap: 10.6 eV
Energy: -12479.505 eV
HOMO: -10.55 eV